Density functional theory data (the ωB97M-V functional and the def2-TZVPD basis) for a structure of composition C24H37N3O4STl.

```
70
Properties=species:S:1:pos:R:3:forces:R:3:nbo_charge:R:1
Tl 1.3737 -0.0912 1.1883 0.07 0.11 -0.02 0.85
C 4.6643 -1.8748 0.9170 -0.01 0.03 0.03 -0.25
O 4.0083 -1.2157 1.9878 -0.02 -0.11 0.02 -0.56
C 3.9362 -2.0187 3.1506 0.00 0.03 -0.08 -0.09
C 3.0844 -1.3177 4.1827 -0.06 -0.01 0.05 -0.08
O 1.7199 -1.1439 3.8178 0.10 -0.04 -0.10 -0.56
C 0.8185 -2.1838 4.1556 0.02 0.06 0.02 -0.08
C 0.6783 -3.2489 3.0946 -0.02 -0.03 -0.03 -0.09
O 0.2814 -2.6469 1.8742 0.00 -0.01 0.03 -0.58
C 0.0145 -3.6199 0.8741 0.02 0.02 0.02 -0.24
H 5.6433 -2.2505 1.2270 0.02 0.02 0.00 0.18
H 4.8001 -1.1476 0.1194 -0.02 0.00 0.00 0.20
H 4.0639 -2.7122 0.5448 0.01 -0.01 0.01 0.17
H 4.9383 -2.1609 3.5735 0.03 -0.02 -0.01 0.19
H 3.5369 -3.0083 2.9039 0.00 -0.02 -0.01 0.17
H 3.4821 -0.3138 4.3315 0.00 0.02 0.04 0.21
H 3.1534 -1.8611 5.1298 -0.01 0.01 0.04 0.19
H -0.1505 -1.7024 4.2959 -0.01 0.02 0.03 0.20
H 1.1093 -2.6558 5.0996 -0.01 0.01 0.02 0.19
H -0.0842 -3.9636 3.4279 -0.02 -0.01 -0.01 0.19
H 1.6096 -3.8055 2.9490 0.01 -0.02 -0.02 0.17
H -0.7987 -4.2800 1.1890 -0.01 0.00 0.00 0.18
H 0.9039 -4.2241 0.6715 0.01 0.00 0.00 0.18
H -0.2654 -3.0913 -0.0317 0.01 0.01 0.00 0.20
N 0.7742 -1.0755 -1.3157 -0.10 -0.10 0.00 -1.22
S 1.4127 -0.0380 -2.3274 0.09 0.20 -0.11 1.11
C 0.3450 1.3866 -2.5245 0.01 -0.04 0.06 -0.28
C 0.8497 2.6233 -2.1535 -0.01 -0.02 -0.01 -0.19
C 0.0216 3.7383 -2.2084 -0.01 -0.01 -0.04 -0.20
C -1.2955 3.6000 -2.6197 0.02 0.00 0.00 -0.19
C -1.7933 2.3518 -2.9833 0.01 -0.04 -0.01 -0.22
C -0.9719 1.2379 -2.9391 -0.03 0.06 -0.01 -0.15
C 1.3245 -0.6974 -3.9965 -0.03 -0.15 0.09 -0.17
C 1.4225 0.1337 -5.1047 0.03 0.02 0.00 -0.24
C 1.4139 -0.4314 -6.3707 -0.01 0.04 0.02 -0.19
C 1.3103 -1.8082 -6.5208 0.00 -0.07 0.02 -0.19
C 1.2210 -2.6281 -5.4046 0.00 0.02 -0.05 -0.20
C 1.2329 -2.0748 -4.1314 -0.03 0.07 -0.02 -0.25
H -0.1643 -1.3400 -1.6218 0.01 0.02 0.03 0.35
H 1.8805 2.7139 -1.8294 -0.04 0.00 0.00 0.23
H 0.4078 4.7109 -1.9318 -0.01 -0.02 -0.01 0.23
H -1.9399 4.4690 -2.6657 0.01 -0.01 0.00 0.23
H -2.8189 2.2500 -3.3137 0.01 0.02 0.01 0.23
H -1.3481 0.2658 -3.2383 0.01 0.01 0.01 0.22
H 1.4943 1.2080 -4.9858 0.00 -0.02 -0.01 0.23
H 1.4823 0.2068 -7.2421 0.00 -0.01 0.02 0.23
H 1.3005 -2.2432 -7.5118 0.00 0.01 0.02 0.23
H 1.1433 -3.7011 -5.5224 0.00 0.02 0.00 0.23
H 1.1674 -2.6952 -3.2465 0.02 0.00 -0.02 0.24
C -2.6927 -0.5289 1.5943 -0.03 0.07 -0.02 -0.40
N -2.9636 0.8938 1.6542 -0.02 -0.01 0.02 -0.44
C -4.3724 1.2637 1.6910 0.04 0.01 -0.01 -0.20
C -4.5404 2.6761 2.2055 0.05 -0.02 0.00 -0.42
C -3.6470 3.5874 1.3930 0.02 -0.02 -0.01 -0.20
N -2.2718 3.1166 1.4568 0.00 0.01 0.03 -0.44
C -1.2298 4.1038 1.2393 -0.06 -0.02 -0.02 -0.40
C -1.9479 1.7948 1.5105 0.01 0.01 -0.07 0.81
O -0.7618 1.4301 1.4443 -0.07 -0.08 0.00 -0.78
H -3.1245 -1.0269 2.4649 0.00 0.00 0.00 0.20
H -1.6240 -0.7046 1.5849 0.03 -0.01 0.01 0.23
H -3.1346 -0.9686 0.6948 0.00 0.00 -0.01 0.19
H -4.8877 0.5532 2.3387 0.00 -0.02 0.01 0.21
H -4.8134 1.1706 0.6913 0.00 -0.03 -0.02 0.19
H -4.2477 2.7248 3.2561 -0.03 0.01 0.01 0.22
H -5.5820 2.9844 2.1240 0.00 0.01 0.00 0.23
H -3.6703 4.6051 1.7816 0.01 0.02 0.02 0.21
H -3.9923 3.6269 0.3526 0.01 0.03 -0.02 0.19
H -1.3653 4.9347 1.9326 0.00 0.00 0.01 0.20
H -1.2634 4.4907 0.2167 -0.02 0.00 0.04 0.19
H -0.2611 3.6482 1.4088 0.01 -0.01 0.00 0.24
```
Forces are in eV/Å.

Calculated values
LUMO   -1.72 eV
E   -1972.38070 a.u.
Largest force on an atom   0.24 eV/A
Charge   +1